Record 1
A cluster of 2 separate species, C14H25FIN3O2Si2 in total at a distorted geometry, computed with ωB97M-V/def2-TZVPD.

Values from the calculation:
Kohn-Sham gap: 1.5 eV
DFT total energy: -50058.479 eV
highest occupied orbital energy: -5.0 eV

Element x y z (Å)
N 6.18753 -3.18944 -2.20670
C 6.26980 -2.12872 -2.91085
C 5.04380 -1.46420 -3.68766
C 4.80322 -0.07636 -2.95643
C 5.82336 0.94373 -3.17075
F 6.91129 0.73803 -3.95331
N 5.69698 2.15667 -2.53217
C 4.63510 2.47227 -1.67963
C 3.55541 1.50901 -1.41786
I 1.91043 1.91816 -0.12353
C 3.63249 0.15720 -2.08172
C 2.55318 -0.96001 -1.83629
O 1.49625 -0.86761 -2.37875
O 2.87406 -1.99238 -0.94531
H 5.20570 -3.50102 -2.27736
H 7.23867 -1.55477 -2.99017
H 4.13629 -2.12282 -3.55035
H 5.26890 -1.28082 -4.76892
H 6.44423 2.84578 -2.67555
H 4.58079 3.45227 -1.15723
H 3.07294 -2.80430 -1.45453
C -1.52460 -0.41205 -0.57428
Si -2.93761 -0.44670 0.67740
C -2.82841 -2.09968 1.57379
C -4.54065 -0.40578 -0.30996
N -2.76252 0.89746 1.72665
Si -3.86292 1.20662 3.00726
C -3.90812 -0.17423 4.28677
C -5.61962 1.52230 2.40636
C -3.30753 2.77041 3.91422
H -1.60572 -1.26160 -1.26132
H -1.55226 0.50756 -1.16443
H -0.56074 -0.47684 -0.06394
H -2.71870 -2.91622 0.85101
H -3.72669 -2.30294 2.15894
H -1.96314 -2.12335 2.24053
H -4.69155 0.57587 -0.76487
H -5.40570 -0.63907 0.31315
H -4.50956 -1.14874 -1.11498
H -4.41781 -1.06195 3.90762
H -4.45047 0.15527 5.17980
H -2.89733 -0.45447 4.59220
H -5.62664 2.24927 1.59064
H -6.23185 1.92379 3.22097
H -6.10054 0.60449 2.06139
H -3.29333 3.62487 3.23342
H -2.30415 2.63939 4.32933
H -3.99230 2.99567 4.73744

Force components x, y, z for each atom (eV/Å):
N -0.4 1.3 -0.9
C -0.3 0.2 -0.4
C 0.4 0.5 1.5
C -0.2 0.1 -0.2
C -2.1 -0.6 1.2
F -1.8 0.6 1.3
N -0.6 -0.8 0.1
C -1.8 -2.3 0.1
C 1.7 -0.9 -1.5
I 0.9 -0.1 -0.7
C 2.7 2.2 0.2
C -0.4 -0.1 0.0
O 1.0 0.0 0.2
O 0.7 1.2 -1.4
H 0.5 -0.3 0.2
H -0.9 -0.8 0.1
H 1.0 0.8 -0.4
H -0.2 -0.3 0.9
H -0.4 -0.3 0.1
H 0.5 -0.8 -0.8
H -0.5 0.4 0.4
C 0.0 -0.3 -0.3
Si 0.3 2.1 1.6
C 0.0 -0.5 -0.4
C 0.0 -0.5 -0.4
N -0.9 -0.9 0.0
Si 1.7 -0.1 -1.6
C -0.4 0.1 0.4
C -0.3 0.1 0.4
C -0.2 -0.1 0.2
H 0.1 0.0 -0.1
H 0.0 0.0 0.0
H 0.0 0.0 0.1
H 0.0 -0.1 0.0
H 0.0 0.0 0.0
H -0.1 0.1 0.0
H 0.0 0.0 0.1
H 0.0 0.1 0.0
H -0.1 0.0 -0.1
H 0.0 0.0 0.0
H 0.0 -0.1 0.1
H 0.0 0.0 -0.1
H 0.1 -0.1 0.0
H -0.1 0.0 0.0
H 0.0 0.0 0.0
H 0.0 0.0 0.0
H 0.0 0.0 0.0
H 0.0 0.1 0.1

=====

Record 2
A structure of composition C31H31MoN2O3S2Te at a distorted geometry, computed with ωB97M-V/def2-TZVPD.

Values from the calculation:
total charge: +1
Kohn-Sham gap (alpha / beta): 5.1 / 5.3 eV
DFT total energy: -72585.068 eV
multiplicity: 3
highest occupied orbital energy (alpha / beta): -8.5 / -10.2 eV

Element x y z (Å)
Mo -1.74363 1.33796 -0.15717
S -0.13300 0.28086 3.95492
C -1.81261 -0.00172 4.08561
C -2.46606 0.22197 2.91113
C -1.58637 0.63945 1.86411
C -0.29858 0.71209 2.30832
C 0.77592 1.12728 1.40334
C 2.12801 1.16533 1.71247
C 3.03874 1.52642 0.74149
C 2.59854 1.84442 -0.53670
C 1.24983 1.80688 -0.78374
N 0.35752 1.45702 0.16195
H -2.23206 -0.32632 5.03163
H -3.53820 0.08365 2.80682
H 2.44560 0.89635 2.71330
H 4.09762 1.56207 0.97616
H 3.28697 2.11862 -1.32571
H 0.84366 2.04960 -1.75120
Te -2.25359 2.43567 -2.71858
C -1.60255 1.21440 -4.21755
C -1.85208 1.38330 -5.56101
C -1.20195 0.40483 -6.35533
C -0.47272 -0.47609 -5.60252
S -0.57863 -0.13119 -3.93766
H -2.47907 2.17489 -5.95856
H -1.27277 0.35608 -7.43514
H 0.12252 -1.31565 -5.94438
C 5.85306 -2.98361 -1.42808
O 4.45262 -2.79349 -1.25589
C 3.98047 -2.86453 0.02090
C 4.72756 -3.27101 1.11069
C 4.15239 -3.28070 2.38361
C 2.84137 -2.87713 2.54931
C 2.08809 -2.46929 1.44728
C 2.64542 -2.47296 0.17661
N 1.97763 -2.01606 -0.97863
C 0.63559 -1.73473 -1.14868
C -0.45724 -2.41903 -0.53313
C -0.39779 -3.75646 -0.08710
C -1.51188 -4.39380 0.42227
C -2.73569 -3.72788 0.50861
C -2.81763 -2.40721 0.09603
C -1.69616 -1.78178 -0.40251
O -1.73075 -0.39439 -0.65352
H 6.41874 -2.25090 -0.85160
H 6.05216 -2.85418 -2.48377
H 6.15291 -3.98863 -1.13045
H 5.75558 -3.58800 0.98369
H 4.74676 -3.58922 3.23718
H 2.39016 -2.87776 3.53494
H 1.06876 -2.12868 1.58301
H 2.59817 -1.77165 -1.72921
H 0.42013 -0.98964 -1.90099
H 0.54053 -4.29209 -0.18228
H -1.43907 -5.42648 0.74282
H -3.60905 -4.22844 0.91027
H -3.74019 -1.84869 0.16888
C -2.01289 5.18131 1.12462
C -3.03434 4.07004 1.03072
C -3.52346 3.64978 2.40157
C -4.18915 4.44917 0.12669
O -2.34642 2.91039 0.42657
H -2.48029 6.07246 1.54476
H -1.61990 5.42594 0.13563
H -1.18292 4.88385 1.76607
H -3.99864 4.49946 2.89364
H -2.69240 3.30330 3.01685
H -4.25229 2.84043 2.32025
H -4.77559 5.23964 0.59923
H -4.84265 3.59006 -0.04293
H -3.83284 4.81441 -0.83995

Force components x, y, z for each atom (eV/Å):
Mo 0.6 -0.5 0.8
S 0.2 -0.1 0.4
C 0.0 -0.1 0.2
C 0.0 0.0 -0.3
C -0.5 0.2 -0.3
C 0.6 0.2 -0.3
C -0.4 -0.3 0.4
C 0.2 0.0 0.2
C 0.2 0.0 0.2
C 0.1 0.0 -0.2
C -0.1 -0.1 0.2
N -0.3 0.3 -0.4
H 0.1 0.1 -0.2
H 0.2 0.0 0.0
H 0.0 0.0 -0.1
H -0.1 0.0 0.0
H -0.1 0.0 0.1
H -0.1 0.0 -0.1
Te -0.1 0.3 -0.1
C 0.0 0.1 -0.1
C 0.1 -0.1 -0.1
C 0.0 0.0 0.0
C 0.1 -0.1 -0.2
S -0.1 0.0 -0.3
H 0.1 -0.1 0.1
H 0.0 0.0 0.1
H -0.1 0.2 0.0
C -0.1 -0.1 0.0
O 0.2 0.0 -0.1
C 0.2 -0.1 0.0
C 0.0 0.0 0.2
C 0.1 0.0 -0.1
C -0.1 0.0 -0.1
C 0.0 0.0 0.1
C -0.4 0.3 -0.2
N -0.5 -0.3 0.4
C 0.5 0.0 0.3
C 0.5 -0.1 -0.2
C 0.1 -0.1 0.0
C 0.0 0.0 0.0
C 0.1 -0.1 0.0
C -0.2 0.1 0.0
C -0.1 1.3 0.1
O -0.3 -1.8 -0.4
H 0.0 0.0 0.0
H 0.0 0.0 -0.1
H 0.0 0.0 0.0
H -0.1 0.1 0.0
H -0.1 0.0 -0.1
H 0.0 0.0 -0.1
H 0.0 0.0 0.0
H 0.1 0.0 -0.1
H 0.1 -0.1 0.3
H -0.1 0.0 0.0
H 0.0 0.1 0.0
H 0.1 0.1 -0.1
H -0.1 0.0 0.0
C 0.3 0.0 -0.1
C 0.1 -0.3 0.0
C 0.0 -0.2 0.0
C 0.0 -0.1 -0.3
O -0.7 1.4 0.1
H 0.0 0.0 0.0
H 0.0 0.0 0.0
H 0.0 0.0 0.0
H 0.0 0.0 0.0
H 0.0 0.0 0.0
H 0.0 0.1 0.0
H 0.1 0.0 0.0
H 0.0 0.1 0.0
H 0.0 0.0 0.1

=====

Record 3
A structure of composition C11H21CaN4O6, computed with ωB97M-V/def2-TZVPD.

Values from the calculation:
ΔE to the lowest compared entry with this formula, charge and spin: 0.0 kcal per mole
total charge: +1
Kohn-Sham gap: 9.3 eV
DFT total energy: -48430.316 eV
highest occupied orbital energy: -11.8 eV

Element x y z (Å)
Ca -0.75760 0.09663 1.43765
O -4.63649 -1.93055 1.81083
C -3.67398 -1.06465 1.58599
O -2.85312 -0.72862 2.42000
C -3.72735 -0.46557 0.19503
O -2.43219 -0.26400 -0.32158
C -1.92863 -1.33650 -1.15862
C -0.61175 -1.92856 -0.61592
O 0.18332 -2.32599 -1.45478
O -0.50381 -1.95220 0.65359
H -4.61057 -2.24277 2.73034
H -4.20308 0.51438 0.30446
H -4.34819 -1.06929 -0.46625
H -1.78481 -0.93734 -2.16060
H -2.66325 -2.14374 -1.19847
N -0.93744 1.93057 3.29570
C 0.37248 2.01394 3.97499
C 0.87969 0.63065 4.34356
N 1.11977 -0.17238 3.13352
H -1.22716 2.86566 3.02673
H -1.63918 1.61120 3.95918
H 0.33092 2.62897 4.87810
H 1.07770 2.49215 3.29091
H 0.13038 0.11786 4.95205
H 1.77433 0.73433 4.96343
H 1.24781 -1.15036 3.37368
H 1.98531 0.11854 2.68785
N 0.80735 1.02916 -0.19270
C 1.48220 0.81364 -1.11357
N 2.29199 0.61070 -2.10974
C 2.73099 -0.76420 -2.43076
C 2.05396 -1.20327 -3.71703
O 2.29119 -0.26618 -4.75514
C 1.73738 0.99315 -4.45044
C 2.39532 1.58075 -3.20948
H 2.45540 -1.43082 -1.61723
H 3.81487 -0.74299 -2.55537
H 0.97878 -1.32320 -3.53863
H 2.45733 -2.15811 -4.04698
H 0.65394 0.90412 -4.28530
H 1.90876 1.63868 -5.31059
H 1.92220 2.51529 -2.91178
H 3.45523 1.76092 -3.39664

Force components x, y, z for each atom (eV/Å):
Ca 0.2 0.2 0.3
O -0.1 0.0 0.0
C 0.0 0.0 0.1
O 0.1 0.1 -0.2
C -0.1 0.1 -0.1
O 0.0 -0.1 0.1
C 0.0 0.0 -0.1
C 0.0 -0.1 -0.4
O 0.0 0.0 0.1
O 0.0 0.2 0.1
H 0.1 0.0 0.0
H 0.0 0.0 0.0
H 0.0 0.0 0.0
H 0.0 0.0 0.0
H 0.0 0.0 0.0
N 0.0 -0.1 -0.1
C 0.1 0.0 0.1
C 0.0 0.1 0.1
N -0.1 -0.1 -0.1
H 0.0 0.0 0.0
H 0.0 0.0 0.0
H 0.0 0.0 0.0
H 0.0 0.0 0.0
H 0.0 0.0 0.0
H 0.0 0.0 0.0
H 0.0 0.0 0.0
H 0.0 0.0 0.0
N -0.2 -0.1 0.1
C 0.1 0.1 0.0
N 0.0 -0.1 0.1
C 0.0 -0.1 -0.1
C -0.1 0.0 0.0
O 0.0 0.0 0.0
C 0.0 0.0 0.0
C 0.0 0.0 -0.1
H 0.0 0.0 0.0
H 0.0 0.0 0.0
H 0.1 0.0 0.0
H 0.0 0.0 0.0
H 0.0 0.0 0.0
H 0.0 0.0 0.0
H 0.0 0.0 0.0
H 0.0 0.0 0.0

=====

Record 4
An isolated molecule of C7H7NO at a distorted geometry, computed with ωB97M-V/def2-TZVPD.

Values from the calculation:
ΔE to the lowest compared entry with this formula, charge and spin: 123.2 kcal per mole
Kohn-Sham gap (alpha / beta): 8.5 / 8.5 eV
DFT total energy: -10903.997 eV
highest occupied orbital energy (alpha / beta): -8.3 / -8.3 eV

Element x y z (Å)
C -2.41793 -2.32055 0.18759
C -1.38173 -2.15259 0.99960
C -2.61224 -1.54078 -0.86758
C -0.34088 -1.52296 1.29216
C -0.65690 -0.27413 -0.45033
C 0.81218 -1.17215 2.10278
C 0.24499 1.55948 -1.54189
N -1.66404 -0.53834 -1.10401
O 0.31552 0.57460 -0.50601
H -3.40510 -1.56682 -1.59118
H 1.65086 -0.89826 1.46187
H 1.09958 -2.01172 2.73717
H 0.57256 -0.31385 2.73331
H -0.18118 1.12263 -2.44447
H 1.26445 1.89421 -1.72464
H -0.36820 2.39936 -1.20527

Force components x, y, z for each atom (eV/Å):
C 0.9 -0.3 1.3
C -1.9 -0.5 -1.4
C -0.4 -0.3 -0.1
C 0.3 1.8 -1.7
C -0.4 -2.1 2.1
C 0.2 0.0 0.3
C 0.0 0.4 -0.4
N 0.8 0.9 -0.3
O 0.5 0.3 0.1
H -0.2 -0.1 -0.1
H 0.0 0.0 0.1
H 0.1 0.1 0.0
H 0.1 0.0 0.0
H 0.0 0.0 0.0
H -0.1 0.0 0.1
H 0.0 -0.1 0.0